Density functional theory data (the ωB97M-V functional and the def2-TZVPD basis) for an isolated molecule of C11H15N at a distorted geometry.

Values from the calculation:
E_tot = -482.7673 hartree
Charge = 0
Maximum force = 0.1035 hartree/bohr
SMILES string = C=CC(=C)C(C)(C)/C(C#N)=C/C

Last column: Löwdin charge in e.
Geometry (Å):
C: -3.306 0.062 -0.042  0.0312
C: -2.135 -0.359 0.380  -0.1414
C: -0.938 -0.016 -0.458  -0.2479
C: -0.927 -0.409 -1.794  0.0806
C: 0.202 0.737 0.173  -0.5275
C: -0.087 1.102 1.627  -0.0427
C: 0.357 1.960 -0.683  -0.0587
C: 1.528 -0.046 0.105  -0.2084
C: 2.626 0.728 0.257  -0.2542
N: 3.527 1.440 0.208  0.2004
C: 1.688 -1.397 0.030  -0.0311
C: 2.977 -2.212 -0.047  -0.0694
H: -4.215 -0.037 0.633  0.0912
H: -3.450 0.456 -0.947  0.0181
H: -1.951 -0.663 1.385  0.0892
H: -1.804 -0.806 -2.205  0.0407
H: -0.262 -0.090 -2.575  0.0585
H: 0.756 1.675 1.961  0.0735
H: -0.063 0.103 2.150  0.0946
H: -1.191 1.484 1.920  0.1419
H: 1.181 2.652 -0.284  0.1015
H: -0.519 2.702 -0.540  0.1218
H: 0.462 1.575 -1.763  0.1045
H: 0.909 -2.105 0.021  0.0959
H: 3.251 -2.599 0.947  0.0859
H: 3.863 -1.675 -0.373  0.0692
H: 2.752 -3.049 -0.736  0.0826



Density functional theory data (the ωB97M-V functional and the def2-TZVPD basis) for a structure of composition C8H28BO8SSr at a distorted geometry.

Values from the calculation:
E_tot = -1377.4169 hartree
Charge = -1
Maximum force = 0.0386 hartree/bohr

Last column: Löwdin charge in e.
Geometry (Å):
Sr: -5.182 6.928 -15.067  1.4725
B: -6.384 4.656 -15.602  -0.4785
H: -6.692 5.612 -16.260  -0.0678
H: -6.040 5.028 -14.526  -0.1028
H: -7.308 3.887 -15.432  -0.0244
H: -5.448 4.099 -16.146  -0.0266
S: -2.959 9.330 -13.514  0.2682
O: -1.625 8.873 -13.935  -0.4092
O: -3.957 8.857 -14.563  -0.6133
O: -3.387 8.685 -12.225  -0.4119
O: -3.049 10.785 -13.390  -0.4007
C: -4.634 4.434 -11.249  -0.0908
C: -3.554 5.222 -11.961  -0.3018
O: -4.118 6.298 -12.707  -0.2198
H: -4.972 4.986 -10.370  0.0704
H: -4.187 3.516 -10.843  0.0667
H: -5.464 4.172 -11.900  0.0624
H: -2.943 4.613 -12.630  0.1082
H: -2.872 5.673 -11.234  0.1189
H: -3.884 7.207 -12.337  0.0151
C: -8.272 8.395 -16.934  -0.0738
C: -6.986 8.760 -17.664  -0.2776
O: -5.843 8.421 -16.885  -0.2144
H: -9.097 8.950 -17.388  0.0763
H: -8.244 8.743 -15.899  0.0698
H: -8.474 7.327 -16.948  0.0738
H: -7.005 9.807 -17.969  0.1173
H: -6.958 8.178 -18.595  0.1146
H: -5.168 9.108 -16.940  0.0998
C: -8.772 6.135 -12.260  -0.0671
C: -8.527 6.685 -13.645  -0.2853
O: -7.261 7.381 -13.663  -0.1900
H: -9.042 6.946 -11.579  0.0749
H: -7.844 5.684 -11.908  0.0767
H: -9.561 5.384 -12.218  0.0757
H: -9.286 7.415 -13.945  0.1103
H: -8.467 5.913 -14.408  0.0884
H: -7.391 8.243 -13.255  0.1062
C: -3.490 5.162 -18.610  -0.0740
C: -3.369 6.586 -18.105  -0.3043
O: -3.218 6.593 -16.691  -0.1589
H: -4.316 4.643 -18.122  0.0570
H: -2.565 4.617 -18.436  0.0777
H: -3.733 5.173 -19.677  0.0749
H: -4.216 7.199 -18.429  0.0966
H: -2.501 7.062 -18.577  0.1192
H: -2.532 7.225 -16.440  0.1013



Density functional theory data (the ωB97M-V functional and the def2-TZVPD basis) for a structure of composition C24H32IrN6S4Sb at a distorted geometry.

Values from the calculation:
E_tot = -3199.5674 hartree
Charge = 0
Maximum force = 0.0381 hartree/bohr

Last column: Löwdin charge in e.
Geometry (Å):
Ir: 0.078 0.138 0.043  1.0282
C: 2.043 -2.594 -0.054  -0.2540
C: 1.557 -3.160 1.279  -0.1661
C: 0.477 -2.295 1.968  -0.1990
N: -0.425 -1.586 1.067  -0.1109
C: -1.628 -2.058 0.782  -0.2464
C: -2.000 -3.403 0.991  -0.0300
C: -3.258 -3.981 1.044  -0.0979
C: -4.503 -3.374 1.068  -0.1238
C: -4.759 -2.016 0.904  -0.0892
C: -3.914 -1.001 0.499  -0.0223
C: -2.527 -1.027 0.201  -0.2921
N: -1.891 -0.054 -0.416  -0.2101
C: -2.588 1.126 -0.876  -0.2534
C: -2.520 2.251 0.168  -0.1703
C: -1.968 1.854 1.541  -0.2056
N: -0.554 1.515 1.463  -0.0930
C: 0.257 1.465 2.504  -0.2323
C: -0.202 1.614 3.827  -0.0204
C: 0.480 1.944 4.989  -0.0879
C: 1.804 2.310 5.141  -0.1144
C: 2.791 2.209 4.166  -0.0816
C: 2.742 1.600 2.929  -0.0136
C: 1.646 1.093 2.186  -0.2567
N: 1.791 0.320 1.141  -0.1444
C: 3.059 -0.376 0.995  -0.2191
C: 3.117 -1.492 -0.046  -0.1939
H: 1.166 -2.239 -0.592  -0.0171
H: 2.454 -3.411 -0.653  0.1110
H: 2.388 -3.304 1.976  0.1131
H: 1.134 -4.147 1.077  0.0972
H: 0.967 -1.532 2.575  0.1002
H: -0.108 -2.921 2.647  0.1148
H: -1.169 -4.085 1.122  0.0956
H: -3.262 -5.060 1.171  0.1034
H: -5.358 -4.007 1.269  0.0916
H: -5.787 -1.715 1.073  0.1048
H: -4.385 -0.032 0.402  0.0983
H: -3.620 0.892 -1.140  0.1071
H: -2.098 1.462 -1.790  0.0600
H: -3.519 2.670 0.302  0.1116
H: -1.874 3.040 -0.219  0.0800
H: -2.537 1.014 1.962  0.1161
H: -2.100 2.713 2.204  0.1257
H: -1.268 1.447 3.934  0.1001
H: -0.129 1.984 5.886  0.1048
H: 2.102 2.702 6.106  0.0945
H: 3.770 2.585 4.445  0.1054
H: 3.696 1.542 2.421  0.0990
H: 3.332 -0.795 1.972  0.1236
H: 3.846 0.334 0.715  0.1194
H: 4.098 -1.955 0.092  0.1137
H: 3.118 -1.049 -1.046  0.0682
S: -0.656 1.460 -4.769  -0.3283
Sb: 1.198 1.174 -3.433  0.2450
S: 0.903 -1.141 -2.829  0.0629
S: 0.560 2.028 -1.271  -0.0898
C: -3.339 -4.136 -3.225  -0.0865
N: -2.453 -3.681 -4.292  -0.0421
C: -1.540 -2.718 -4.128  -0.7664
N: -0.738 -2.411 -5.140  0.1150
S: -1.479 -1.871 -2.641  0.7411
H: -4.189 -4.652 -3.663  0.0899
H: -3.695 -3.281 -2.653  0.0599
H: -2.813 -4.801 -2.540  0.0895
H: -2.491 -4.163 -5.175  0.1434
H: -0.704 -2.948 -5.989  0.1226
H: -0.001 -1.744 -4.940  0.0018



Density functional theory data (the ωB97M-V functional and the def2-TZVPD basis) for a cluster of 2 separate species, C4H5N3O in total at a distorted geometry.

Values from the calculation:
E_tot = -394.6965 hartree
Charge = 0
Maximum force = 0.1492 hartree/bohr

Last column: Löwdin charge in e.
Geometry (Å):
C: 0.502 -0.784 -0.127  -0.5081
C: -1.141 0.241 -1.265  -0.2873
C: -0.844 1.041 -0.257  -0.0616
C: 0.530 0.750 1.930  -0.1654
H: 1.624 -1.957 -0.961  0.1326
H: -1.111 -2.034 -1.397  0.2677
H: -1.731 0.560 -2.092  0.1060
H: -0.867 2.297 -0.073  0.1978
H: 0.015 1.512 2.529  0.1293
N: 1.427 -1.644 0.146  0.1158
N: -0.109 -0.578 -1.425  0.0792
N: 0.094 0.335 0.603  -0.0074
O: 1.609 0.260 2.388  0.0014